Entry 1:
52
Properties=species:S:1:pos:R:3:forces:R:3 method="wB97M-V/def2-TZVPD" relative_energy_ev=0.000 energy_ha=-1302.45277 total_charge=+1 orbital_gap_ev=8.8 homo_ev=-11.27
C 1.598 1.237 1.121 0.0 0.1 -0.1
C 0.521 0.237 0.693 0.0 -0.1 -0.1
C 0.849 -1.195 1.111 0.0 0.0 0.1
C -0.229 -2.227 0.790 0.1 0.0 -0.2
S -1.781 -1.977 1.710 0.0 0.1 0.2
C -2.897 -1.152 0.552 0.0 0.2 0.0
C -3.947 -0.307 1.298 0.0 -0.1 -0.1
O -5.165 -0.660 0.685 -0.2 0.2 0.0
C -3.609 1.182 1.223 0.1 0.0 0.0
N -3.582 1.673 -0.143 0.0 0.0 0.0
H 2.200 0.863 1.953 -0.1 0.0 0.0
H 1.165 2.188 1.430 0.0 0.0 0.0
H 2.283 1.442 0.298 0.1 -0.1 0.1
H -0.453 0.535 1.098 0.0 0.0 0.1
H 0.407 0.244 -0.393 -0.1 0.1 0.1
H 1.742 -1.526 0.574 0.0 0.0 0.0
H 1.103 -1.241 2.176 0.0 0.0 0.0
H -0.524 -2.183 -0.261 0.1 0.0 0.0
H 0.081 -3.238 1.050 0.0 0.0 0.0
H -1.414 -0.887 2.408 0.0 0.0 0.1
H -2.288 -0.585 -0.152 -0.1 -0.1 0.0
H -3.395 -1.957 0.016 0.0 0.0 0.0
H -3.980 -0.577 2.367 0.1 -0.1 0.0
H -5.829 0.030 0.826 0.2 -0.1 0.0
H -4.367 1.729 1.787 0.0 0.0 0.0
H -2.660 1.326 1.763 0.0 0.1 0.1
H -2.678 1.554 -0.584 0.0 0.0 0.0
H -3.821 2.652 -0.193 0.0 0.0 0.0
C -1.015 -1.157 -3.155 0.0 0.2 -0.1
O -1.069 -0.833 -1.968 0.0 -0.2 0.0
N -2.075 -1.249 -3.956 0.0 0.0 0.0
C -1.948 -1.605 -5.360 0.0 0.0 0.0
C -3.396 -0.957 -3.420 0.0 0.0 0.0
H -0.060 -1.381 -3.651 0.0 0.0 0.0
H -2.319 -0.799 -5.993 0.0 0.0 0.0
H -2.512 -2.512 -5.579 0.0 0.0 0.0
H -0.901 -1.779 -5.596 0.0 0.0 0.0
H -3.437 0.051 -3.008 0.0 0.0 0.0
H -3.656 -1.661 -2.629 0.0 0.0 0.0
H -4.126 -1.046 -4.220 0.0 0.0 0.0
C 5.217 0.607 0.788 0.1 0.0 0.0
O 4.672 1.021 -0.217 -0.1 0.0 -0.1
N 5.553 1.375 1.841 0.0 0.0 0.0
C 6.213 0.836 3.012 0.0 0.0 0.0
C 5.274 2.800 1.771 0.0 0.0 0.0
H 5.485 -0.455 0.922 0.0 0.0 0.0
H 5.615 1.001 3.911 0.0 0.0 0.0
H 7.191 1.297 3.158 0.0 0.0 0.0
H 6.355 -0.236 2.882 0.0 0.0 0.0
H 4.205 2.980 1.656 0.0 0.0 0.0
H 5.782 3.251 0.919 0.0 0.0 0.0
H 5.622 3.271 2.688 0.0 0.0 0.0

***

Entry 2:
18
Properties=species:S:1:pos:R:3:forces:R:3 method="wB97M-V/def2-TZVPD" relative_energy_ev=0.000 energy_ha=-1023.31542 total_charge=-1 orbital_gap_ev=5.5 homo_ev=-4.03
C -0.718 -1.197 1.674 0.0 0.7 0.7
C 0.155 -0.315 2.195 -0.8 -0.3 -0.1
C 1.520 -0.694 1.795 1.0 -0.6 -0.6
O 2.602 -0.192 1.975 -1.5 -0.5 -0.1
O 1.386 -1.882 1.053 0.2 0.1 0.0
C 0.031 -2.231 0.939 0.7 -1.0 -0.9
O -0.310 -3.213 0.323 0.4 1.5 1.1
H -1.796 -1.223 1.744 -0.1 0.2 -0.1
H -0.039 0.559 2.801 -0.1 -0.1 -0.1
C -4.973 1.558 -0.651 -0.6 -0.1 0.0
S -3.792 1.037 0.576 1.4 1.1 -1.6
N -2.563 1.553 -0.261 0.5 -0.3 0.7
O -4.091 1.780 1.796 -0.2 -0.2 0.4
O -3.863 -0.418 0.721 -0.2 -0.3 0.4
H -5.984 1.330 -0.316 -0.1 0.0 0.0
H -4.845 2.634 -0.783 0.0 -0.2 0.1
H -4.748 1.050 -1.590 0.0 0.0 0.2
H -1.665 1.327 0.187 -0.5 0.0 0.0

***

Entry 3:
24
Properties=species:S:1:pos:R:3:forces:R:3 method="wB97M-V/def2-TZVPD" relative_energy_ev=0.000 energy_ha=-1310.03827 total_charge=0 smiles="[H]/N=C(/C)[C@@H](SC#N)P(=O)(OC)OC" orbital_gap_ev=9.6 homo_ev=-10.04
H -0.689 -2.230 -1.534 0.3 0.2 0.1
N -1.579 -2.172 -1.046 -0.3 -0.8 -0.6
C -1.645 -1.378 -0.079 -0.3 0.2 0.4
C -2.929 -1.244 0.679 -0.1 -0.1 0.0
C -0.533 -0.493 0.397 2.1 -0.9 0.5
S 0.612 -1.515 1.717 -1.4 0.5 -1.3
C 0.887 -0.188 2.694 0.0 -0.1 0.1
N 1.044 0.736 3.356 0.2 0.5 0.4
P 0.735 -0.107 -0.887 0.0 1.5 0.3
O 1.336 -1.265 -1.534 -0.1 -0.4 0.0
O -0.002 0.866 -1.915 0.2 -0.7 0.3
C -0.369 2.194 -1.566 -0.1 0.4 0.0
O 1.752 0.872 -0.115 -1.1 -0.4 -0.4
C 3.092 0.462 0.133 0.6 -0.1 0.1
H -2.750 -1.310 1.751 0.0 0.0 0.1
H -3.381 -0.276 0.467 0.0 0.1 0.1
H -3.614 -2.027 0.370 0.0 0.0 0.0
H -0.869 0.363 0.976 0.0 0.0 -0.1
H -1.317 2.407 -2.061 0.1 0.0 0.1
H 0.395 2.885 -1.923 0.0 0.0 0.0
H -0.474 2.315 -0.488 -0.1 0.0 0.0
H 3.713 0.675 -0.736 0.0 0.0 0.0
H 3.146 -0.606 0.349 0.0 0.1 0.0
H 3.438 1.035 0.993 0.0 -0.1 -0.1